DFT (ωB97M-V/def2-TZVPD) results for a structure of composition C29H24IOPY at a distorted geometry.

Results
Frontier orbital gap, eV: 7.5
HOMO energy, eV: -10.8
Multiplicity: 1
Total charge: +1
ΔE to the lowest compared entry with this formula, charge and spin, kcal per mole: 11.7

Geometry as XYZ:
```
57
C29H24IOPY | the OMol25 dataset | ωB97M-V/def2-TZVPD
Y -2.1369 0.1043 0.0542
C 3.6435 -2.5506 4.2050
C 3.7633 -1.3182 3.5822
C 2.7262 -0.8230 2.8053
C 1.5619 -1.5677 2.6433
C 1.4227 -2.7831 3.3166
C 2.4673 -3.2775 4.0795
P 0.1573 -0.9475 1.6562
C 0.9120 0.3637 0.6090
C 1.7796 0.1124 -0.4516
C 2.2891 1.1657 -1.1906
C 1.9370 2.4765 -0.8875
C 1.0691 2.7385 0.1610
C 0.5602 1.6845 0.9084
C -0.2074 -2.2623 0.4131
C 0.5571 -3.4029 0.1876
C 0.0708 -4.4003 -0.6475
C -1.1688 -4.2577 -1.2503
C -1.9114 -3.0982 -1.0564
C -1.4596 -2.0728 -0.2193
H 4.4632 -2.9399 4.7939
H 4.6691 -0.7374 3.6976
H 2.8278 0.1377 2.3167
H 0.5007 -3.3457 3.2330
H 2.3681 -4.2337 4.5765
H 2.0506 -0.9093 -0.6912
H 2.9577 0.9645 -2.0179
H 2.3477 3.2965 -1.4617
H 0.7883 3.7575 0.3958
H -0.0698 1.8830 1.7715
H 1.5292 -3.5183 0.6487
H 0.6536 -5.2970 -0.8139
H -1.5628 -5.0452 -1.8814
H -2.8665 -3.0107 -1.5663
I -2.9126 3.1727 0.4867
C -2.1094 3.5375 -1.4852
C -2.2689 4.8260 -1.9042
C -1.7655 5.2164 -3.1572
C -1.0888 4.3067 -3.9149
C -0.9107 2.9745 -3.4755
C -0.1881 2.0627 -4.2809
C -0.0339 0.7644 -3.9000
C -0.6277 0.3153 -2.7019
C -1.3349 1.1485 -1.8558
C -1.4613 2.5232 -2.2335
H -2.7772 5.5525 -1.2846
H -1.9201 6.2309 -3.4971
H -0.6775 4.5922 -4.8756
H 0.2289 2.4228 -5.2138
H 0.5200 0.0683 -4.5173
H -0.5119 -0.7382 -2.4585
C -3.1576 -1.3541 3.0597
O -3.0596 -0.0231 2.5054
H -4.0690 -1.4575 3.6465
H -2.2869 -1.5740 3.6770
H -3.1827 -2.0526 2.2255
H -3.0942 0.5988 3.2356
```

Quick look at the natural (NBO) charges, all values in e:
1 Y 1.917
2 C -0.193
3 C -0.197
4 C -0.233
5 C -0.242
6 C -0.229
7 C -0.192
8 P 0.775
9 C -0.389
10 C -0.131
11 C -0.192
12 C -0.177
13 C -0.199
14 C -0.240
15 C -0.339
16 C -0.218
17 C -0.197
18 C -0.219
19 C -0.139
20 C -0.687
21 H 0.227
22 H 0.226
23 H 0.222
24 H 0.217
25 H 0.224
26 H 0.224
27 H 0.229
28 H 0.231
29 H 0.229
30 H 0.226
31 H 0.225
32 H 0.225
33 H 0.222
34 H 0.194
35 I 0.198
36 C -0.055
37 C -0.256
38 C -0.211
39 C -0.173
40 C 0.022
41 C -0.184
42 C -0.220
43 C -0.201
44 C -0.627
45 C -0.133
46 H 0.233
47 H 0.233
48 H 0.222
49 H 0.219
50 H 0.223
51 H 0.221
52 C -0.252
53 O -0.772
54 H 0.199
55 H 0.198
56 H 0.207
57 H 0.508